No. 1
A molecular structure, C4H7FO3Tl at a distorted geometry. Source: OMol25; level of theory: ωB97M-V/def2-TZVPD.

Orbital gap (alpha / beta), hartree: 0.25321 / 0.23951
Charge: +1
Maximum force, eV Å⁻¹: 5.6
LUMO (alpha / beta), eV: -6.27 / -6.01
Multiplicity: 1

Positions of all 16 atoms, in Å:
F 2.272 -0.398 -0.433
O -2.263 1.296 -1.353
C -1.677 2.406 -1.134
O -0.632 2.177 -0.282
C -0.609 2.328 1.193
C 1.391 -0.753 0.560
O 0.170 -1.111 -0.022
C 0.166 -2.349 -0.760
Tl -1.373 0.116 -0.047
H -1.388 3.052 1.488
H 0.435 2.641 1.365
H 1.224 0.146 1.178
H 1.813 -1.621 1.083
H -0.827 -2.456 -1.205
H 0.911 -2.304 -1.561
H 0.386 -3.171 -0.068

=====

No. 2
C4H7FOS in the gas phase at a distorted geometry. Source: OMol25; level of theory: ωB97M-V/def2-TZVPD.

Orbital gap, hartree: 0.36654
Maximum force, eV Å⁻¹: 4.7
LUMO, eV: 0.83
Multiplicity: 1

Positions of all 14 atoms, in Å:
C 0.782 0.390 0.603
C -0.163 2.020 -0.681
C -0.392 -0.500 0.226
C -0.090 -1.918 -0.074
O 0.575 1.798 0.448
F -1.226 -0.538 1.362
S -1.178 0.451 -1.085
H 0.938 0.135 1.582
H 1.716 0.068 -0.058
H -0.989 2.694 -0.228
H 0.233 2.393 -1.633
H 0.272 -2.093 -1.089
H -1.076 -2.446 0.067
H 0.599 -2.454 0.561

=====

No. 3
C4H7FOS in the gas phase at a distorted geometry. Source: OMol25; level of theory: ωB97M-V/def2-TZVPD.

Orbital gap, hartree: 0.24597
Maximum force, eV Å⁻¹: 12.2
LUMO, eV: -1.22
Multiplicity: 1

Positions of all 14 atoms, in Å:
C 0.948 -1.456 -0.364
C 0.530 -1.168 1.062
C -0.736 1.497 -0.890
C -0.815 1.185 0.569
H 1.413 -0.564 -0.798
H 1.679 -2.272 -0.374
H -0.555 -1.291 1.264
H -0.897 2.571 -1.048
H -1.542 0.976 -1.422
H 0.228 1.206 -1.312
H -1.762 1.455 1.044
O 1.319 -0.834 1.912
F -0.157 -1.812 -1.106
S 0.345 0.507 1.463